The following is a quantum chemistry calculation of a single C8H8Cl2OS molecule, from the Open Molecules 2025 dataset.

2S+1: 1
Relative energy (zero: lowest compared OMol25 entry of this formula, charge and spin), kJ/mol: 292.6
HOMO level (spin up / spin down), eV: -8.4 / -8.4

Positions of all 20 atoms, in Å:
C: 0.8933 1.4542 -1.1672
C: 1.2697 1.6575 0.1259
C: -1.0847 1.1890 0.1200
C: -0.3812 0.6030 -1.1258
C: 0.1923 0.9863 0.9687
C: 0.2334 -0.8138 -0.7459
C: 0.3942 -0.4956 0.9361
C: -0.6483 -1.9316 -1.2332
O: 0.0360 -2.4334 2.6817
S: -0.6043 -1.1868 2.2562
Cl: 0.0570 -3.3860 -1.7339
Cl: -2.0768 -2.0840 -0.2518
H: 1.1749 1.9471 -2.0420
H: 2.1712 1.8192 0.6649
H: -1.5181 2.1328 0.1610
H: -1.7974 0.4078 0.2875
H: -1.1184 0.4742 -1.9026
H: 0.2947 1.3655 1.9189
H: 1.1510 -1.0476 -1.1756
H: 1.3615 -0.6578 1.2571

***

The following is a quantum chemistry calculation of a molecular structure, C8H8Cl4F12MgO12S4, from the Open Molecules 2025 dataset.

2S+1: 1
Relative energy (zero: lowest compared OMol25 entry of this formula, charge and spin), kJ/mol: 178.6
HOMO level, eV: -4.0
Total charge: -2

Positions of all 49 atoms, in Å:
Mg: -19.7490 23.1998 -4.2763
C: -23.8066 22.9725 -2.8943
F: -23.5591 21.8477 -2.2806
F: -25.1217 23.1570 -2.9396
F: -23.2721 23.9997 -2.2103
S: -23.1066 23.0383 -4.6384
O: -21.6882 23.3942 -4.4270
O: -23.2762 21.7360 -5.2311
O: -23.8780 24.1220 -5.2328
C: -20.4699 19.1746 -2.2693
F: -20.0305 19.6564 -1.1045
F: -20.1677 17.8766 -2.3272
F: -21.7836 19.2874 -2.2947
S: -19.6943 19.9880 -3.8051
O: -20.5578 19.5433 -4.8713
O: -19.8172 21.4580 -3.5861
O: -18.3249 19.5071 -3.9081
C: -18.8027 23.0590 -8.7254
F: -19.7692 23.8492 -9.1452
F: -18.4170 22.3325 -9.7724
F: -17.7374 23.7634 -8.3187
S: -19.3225 21.8595 -7.3110
O: -18.1847 20.9806 -7.1869
O: -19.5827 22.6916 -6.1161
O: -20.5112 21.2306 -7.8635
C: -15.8555 24.7529 -5.5284
F: -14.9935 24.2531 -6.3987
F: -15.3478 25.8130 -4.9008
F: -16.9465 25.1594 -6.2077
S: -16.4131 23.4316 -4.2641
O: -15.7183 23.8152 -3.0400
O: -17.8671 23.5436 -4.1471
O: -15.9765 22.2052 -4.8599
Cl: -20.0928 24.0323 -2.1307
C: -20.5867 24.6849 -0.5458
C: -20.3736 23.6586 0.5514
Cl: -21.5371 22.3174 0.3906
H: -21.6389 24.9553 -0.6035
H: -20.0070 25.5804 -0.3291
H: -20.4132 24.0237 1.5750
H: -19.3602 23.2727 0.4251
Cl: -19.6539 25.8649 -4.9113
C: -19.9510 26.7479 -6.4308
C: -21.4121 26.7032 -6.8678
Cl: -21.8875 25.0832 -7.4069
H: -19.2369 26.3964 -7.1722
H: -19.7089 27.8041 -6.2889
H: -21.4432 27.3456 -7.7496
H: -22.0703 27.0759 -6.0888

***

The following is a quantum chemistry calculation of a single C8H8ClFN2O2S molecule, from the Open Molecules 2025 dataset.

2S+1: 1
Relative energy (zero: lowest compared OMol25 entry of this formula, charge and spin), kJ/mol: 513.4
HOMO level (spin up / spin down), eV: -7.4 / -8.3

Positions of all 23 atoms, in Å:
C: 3.5815 0.9366 0.6740
C: 4.2175 -0.8245 -0.7373
C: 4.6078 0.1903 0.0400
C: 2.3626 0.4316 0.2741
C: 0.0335 0.4033 0.2464
C: -2.0711 -0.6584 -0.2932
C: -3.2988 1.3915 -0.7726
C: -2.2091 -1.7711 0.6857
N: -0.6295 -0.2869 -0.5068
N: -2.7059 0.4806 0.2009
O: -2.2877 1.0279 1.2413
O: 1.1447 0.8496 0.6883
F: -3.2408 -2.6219 0.3867
S: 2.5114 -1.0314 -0.7421
Cl: 6.2533 0.6378 0.0922
H: 3.6382 1.7482 1.2680
H: 4.8464 -1.4319 -1.2231
H: -2.5455 -0.8350 -1.1891
H: -3.4772 2.3047 -0.1131
H: -2.6763 1.6237 -1.6442
H: -4.2741 1.0571 -1.1073
H: -2.4526 -1.3050 1.7467
H: -1.3283 -2.3169 0.7844

***

The following is a quantum chemistry calculation of a molecular structure, C8H8N, from the Open Molecules 2025 dataset.

2S+1: 1
Relative energy (zero: lowest compared OMol25 entry of this formula, charge and spin), kJ/mol: 332.7
HOMO level, eV: -14.4
Total charge: +1

Positions of all 17 atoms, in Å:
C: -2.5165 -0.1343 -0.1555
C: -2.1507 -1.3297 0.0162
C: -2.0107 1.2094 -0.1531
C: 1.7150 -0.9896 0.2513
C: 0.5285 1.3561 0.1574
C: -0.8147 -1.0755 0.4221
C: 1.1785 0.1505 -0.5349
C: 0.3667 -1.1527 -0.4217
N: -0.8385 1.0349 0.2570
H: -2.5589 2.0889 -0.4556
H: 2.5396 -1.5555 -0.1569
H: 1.7381 -0.9121 1.3281
H: 0.9161 1.4792 1.1751
H: 0.7121 2.2746 -0.4095
H: -0.6930 -1.0536 1.5021
H: 1.6133 0.3586 -1.5026
H: 0.2752 -1.7492 -1.3194

***

The following is a quantum chemistry calculation of a gas-phase ion, C8H8N (charge +1), from the Open Molecules 2025 dataset.

2S+1: 1
SMILES string: C=C=C/C=C\C=[N+]=C=C
Relative energy (zero: lowest compared OMol25 entry of this formula, charge and spin), kJ/mol: 194.0
HOMO level (spin up / spin down), eV: -12.8 / -12.8
Total charge: +1

Positions of all 17 atoms, in Å:
C: -0.5531 2.3118 -0.4723
C: 0.3869 1.4532 -0.2651
C: 1.5761 1.1469 0.2721
C: 2.2216 -0.0829 0.4075
C: 1.8281 -1.3481 -0.1024
C: 0.5513 -1.7836 -0.6755
N: -0.5993 -1.4167 -0.1315
C: -1.7097 -1.0441 0.1229
C: -2.8447 -0.5792 0.5385
H: -1.4395 2.3819 0.2056
H: -0.6828 2.6868 -1.3802
H: 1.9510 2.0225 0.7486
H: 3.1705 -0.2381 0.9670
H: 2.4937 -2.2108 -0.1280
H: 0.3814 -2.6096 -1.3348
H: -3.6893 -0.9026 -0.0892
H: -3.0423 0.2125 1.3167

***

The following is a quantum chemistry calculation of a single C8H8N2O2 molecule, from the Open Molecules 2025 dataset.

2S+1: 1
SMILES string: C[C@@H]1C=CC([N+](=O)[O-])=C(C#N)C1
Relative energy (zero: lowest compared OMol25 entry of this formula, charge and spin), kJ/mol: 671.1
HOMO level (spin up / spin down), eV: -9.3 / -9.1

Positions of all 20 atoms, in Å:
C: -1.7757 -0.2297 -1.2457
C: -1.4753 -0.0277 0.2309
C: -1.0421 1.3582 0.5183
C: 0.2618 1.6238 0.4499
C: 1.2349 0.6366 0.1498
N: 2.5725 0.9723 -0.1080
O: 2.8781 2.0963 -0.0803
O: 3.2966 0.0481 -0.3583
C: 0.8969 -1.0440 0.3070
C: 1.8058 -2.0540 0.0143
N: 2.5874 -2.8908 -0.1826
C: -0.5401 -1.0729 0.7470
H: -0.7289 0.0458 -1.7057
H: -2.5774 0.3673 -1.6266
H: -1.9365 -1.3237 -1.4207
H: -2.4807 -0.2845 0.8342
H: -1.8904 2.1730 0.6534
H: 0.5606 2.6725 0.6222
H: -0.9928 -1.9894 0.4107
H: -0.6545 -1.0772 1.7902